[1]
A molecular structure, C36H29MoNO7S, computed with the ωB97M-V functional and the def2-TZVPD basis.

Results
Spin multiplicity ... 3
Total charge ... 0
ΔE to the lowest compared entry with this formula, charge and spin ... 2.2 kcal per mole
Expectation value of S² ... 2.0125

The geometry in XYZ format:
```
75
Properties=species:S:1:pos:R:3:mulliken_spin:R:1
Mo 0.08551 -1.38993 -2.94099 1.818
O -0.80167 -0.56415 -1.06749 0.035
C -2.10206 -1.06959 -0.64420 -0.015
C -2.64666 -1.84244 -1.87139 0.027
O -3.74082 -2.32934 -1.85791 0.020
O -1.80660 -1.87795 -2.88804 -0.005
C -3.03856 0.09771 -0.39094 -0.004
C -2.85418 1.29695 -1.07089 -0.001
C -3.74680 2.34398 -0.89867 -0.001
C -4.83581 2.19705 -0.05224 0.000
C -5.03141 0.99579 0.61419 0.000
C -4.13932 -0.05183 0.44379 -0.001
C -1.87093 -1.98228 0.54269 -0.018
C -1.75245 -3.35848 0.38386 -0.001
C -1.42238 -4.15779 1.46861 -0.003
C -1.21222 -3.59018 2.71665 0.000
C -1.32841 -2.21725 2.87932 0.000
C -1.65462 -1.41683 1.79661 0.005
H -0.20359 -0.44896 -0.30499 -0.005
H -2.00554 1.42232 -1.73101 -0.002
H -3.59000 3.27435 -1.42857 0.000
H -5.53343 3.01327 0.08240 0.000
H -5.88550 0.86856 1.26623 0.000
H -4.30637 -0.99164 0.95303 0.000
H -1.92541 -3.81723 -0.58174 0.001
H -1.33508 -5.22795 1.33565 0.000
H -0.96262 -4.21776 3.56235 0.000
H -1.16484 -1.76674 3.84974 0.000
H -1.75483 -0.34619 1.93021 -0.001
O 1.27856 -2.87205 -6.51935 0.004
C 1.38472 -2.69477 -5.33984 0.011
O 0.58903 -1.80297 -4.70408 0.022
C 2.44419 -3.35802 -4.51409 -0.001
C 3.61432 -3.69397 -5.19325 0.001
C 4.66858 -4.30446 -4.54134 0.003
C 4.55422 -4.60020 -3.18947 -0.001
C 3.39375 -4.28634 -2.50550 0.014
C 2.32623 -3.66602 -3.15551 0.020
S 0.84704 -3.46142 -2.20012 0.007
H 3.66940 -3.46221 -6.24813 0.000
H 5.57284 -4.54829 -5.08198 0.000
H 5.37081 -5.07763 -2.66364 0.000
H 3.29740 -4.52610 -1.45440 0.001
C -1.71779 4.68439 3.37798 0.000
C -0.32808 4.69660 2.79681 0.000
C 0.54213 5.73111 3.12538 0.000
C 1.82940 5.78000 2.61385 0.000
C 2.26993 4.76978 1.77786 0.000
C 1.41327 3.72998 1.44052 0.000
N 1.88199 2.71674 0.56067 0.000
C 1.92996 1.39428 0.89089 -0.005
C 1.89979 0.99202 2.23927 0.000
C 1.97683 -0.33945 2.58328 -0.001
C 2.07602 -1.33323 1.61048 0.006
C 2.07370 -0.96195 0.28391 0.005
C 1.98515 0.38412 -0.09884 0.020
C 1.94073 0.73689 -1.54237 -0.001
O 2.31146 1.79681 -1.99584 0.007
O 1.48231 -0.23096 -2.34239 0.059
C 0.10255 3.68583 1.92849 0.000
C -0.81308 2.56795 1.51017 0.000
H -1.86366 5.53960 4.03561 0.000
H -1.90110 3.77753 3.95773 0.000
H -2.48165 4.72868 2.59918 0.000
H 0.19974 6.51303 3.79246 0.000
H 2.48909 6.59678 2.87518 0.000
H 3.27604 4.76759 1.37910 0.000
H 2.03997 2.93832 -0.41315 0.001
H 1.83965 1.75307 3.00645 0.000
H 1.96674 -0.61220 3.63157 0.000
H 2.13929 -2.37645 1.88711 0.000
H 2.13521 -1.71730 -0.48859 -0.018
H -0.63574 1.66689 2.10515 0.000
H -0.64093 2.30074 0.46727 0.000
H -1.86343 2.83177 1.61920 0.000
```

[2]
4 unconnected molecules or ions with the total composition C23H30BF3NO8P, computed with the ωB97M-V functional and the def2-TZVPD basis.

Results
Spin multiplicity ... 1
Total charge ... 0
DFT total energy ... -2217.0473 a.u.

The geometry in XYZ format:
```
67
Properties=species:S:1:pos:R:3:lowdin_charge:R:1
C 1.25366 4.39556 1.94337 -0.058
C 0.49877 4.83570 0.70254 -0.207
O -0.80807 5.35051 1.00262 0.117
B -1.74223 4.63165 1.64564 -0.805
O -2.86219 5.24057 2.15695 0.198
O -1.59575 3.23410 1.81831 0.060
P -1.74850 2.05955 0.79879 0.403
O -0.74738 1.00636 0.87879 -0.196
O -3.27617 1.53241 0.98292 -0.189
O -3.35094 0.82369 2.24071 -0.022
O -1.97950 2.81706 -0.57254 -0.154
C -1.97692 2.07419 -1.80004 -0.142
C -0.83433 2.50158 -2.71143 -0.361
O 0.37756 2.46469 -1.97610 -0.015
C -1.05284 3.86050 -3.37507 -0.232
N -1.06423 4.96531 -2.43550 0.035
H 1.15569 5.12073 2.75283 0.087
H 2.31329 4.31265 1.69355 0.070
H 0.92895 3.41238 2.28452 0.078
H 1.01937 5.65593 0.20930 0.122
H 0.42589 4.03346 -0.03396 0.095
H -2.98383 5.12210 3.10484 0.114
H -3.06735 -0.06199 1.95104 0.059
H -1.92311 1.00479 -1.58303 0.122
H -2.92840 2.27959 -2.29792 0.134
H -0.82283 1.75376 -3.51687 0.149
H 1.03661 1.95372 -2.45887 0.103
H -1.97070 3.78617 -3.97892 0.113
H -0.22682 4.01767 -4.07309 0.118
H -1.96776 5.14577 -2.02248 0.078
H -0.70289 5.81612 -2.83785 0.073
F 3.86901 5.10262 3.65716 0.050
C 5.09956 4.55947 3.55417 -0.286
C 5.78855 4.70430 2.36685 -0.018
C 7.05323 4.14139 2.26760 -0.086
C 7.60222 3.45025 3.33888 -0.099
C 6.88270 3.32097 4.51906 -0.085
C 5.61769 3.87905 4.63747 -0.015
H 5.33744 5.24543 1.54642 0.116
H 7.61107 4.24572 1.34619 0.104
H 8.58790 3.01305 3.25405 0.100
H 7.30571 2.78048 5.35568 0.104
H 5.03757 3.79389 5.54589 0.118
F -2.37520 -1.77415 1.51611 0.043
C -2.60072 -2.53579 0.41668 -0.265
C -1.95808 -3.75078 0.31596 -0.005
C -2.19655 -4.52073 -0.81383 -0.076
C -3.05571 -4.06963 -1.80662 -0.091
C -3.68363 -2.83887 -1.67226 -0.079
C -3.45979 -2.05435 -0.54890 -0.013
H -1.29133 -4.07544 1.10251 0.121
H -1.71280 -5.48363 -0.91443 0.092
H -3.23816 -4.68014 -2.68081 0.101
H -4.35449 -2.48404 -2.44371 0.105
H -3.93919 -1.09281 -0.41687 0.116
F -3.09881 -7.90378 -1.93323 0.049
C -2.01540 -8.70886 -1.96554 -0.289
C -2.13724 -10.00390 -1.50449 -0.016
C -1.01641 -10.82139 -1.53980 -0.083
C 0.19212 -10.34039 -2.02508 -0.096
C 0.28213 -9.03251 -2.48086 -0.083
C -0.82907 -8.20110 -2.45593 -0.023
H -3.08865 -10.35304 -1.12779 0.118
H -1.09083 -11.84096 -1.18507 0.105
H 1.06141 -10.98347 -2.04812 0.101
H 1.22222 -8.65285 -2.85901 0.105
H -0.78553 -7.18031 -2.81133 0.112
```